{"formula": "C38H39IrN2O5Sb2Se", "method": "wB97M-V/def2-TZVPD", "largest_force_ev_per_a": 2.0, "multiplicity": 2, "homo_ha": [-0.3745, -0.3865], "homo_lumo_gap_ha": [0.2192, 0.2093], "total_charge": 1, "mol_weight_g_mol": 1118.4, "lumo_energy_ev": [-4.226, -4.821], "s_squared": 1.24, "elements": ["Ir", "O", "C", "C", "N", "C", "C", "O", "O", "C", "C", "O", "O", "H", "H", "H", "H", "H", "H", "H", "H", "H", "C", "C", "C", "Sb", "C", "C", "C", "C", "C", "C", "C", "C", "C", "C", "C", "C", "Sb", "C", "C", "C", "C", "C", "C", "C", "C", "C", "C", "C", "C", "H", "H", "H", "H", "H", "H", "H", "H", "H", "H", "H", "H", "H", "H", "H", "H", "H", "H", "H", "H", "H", "H", "H", "H", "H", "H", "Se", "C", "C", "C", "N", "C", "C", "H", "H", "H", "H"], "coordinates": [[-1.605, -0.421, 1.826], [-0.579, 1.075, 4.184], [-0.235, 0.117, 5.177], [-0.911, -1.221, 4.891], [-0.670, -1.784, 3.539], [-1.316, -3.095, 3.393], [-1.575, -3.379, 1.895], [-1.231, -4.430, 1.396], [-2.194, -2.416, 1.297], [0.762, -1.878, 3.224], [1.332, -0.601, 2.602], [2.369, -0.103, 3.007], [0.646, -0.156, 1.594], [-0.028, 1.857, 4.305], [-0.579, 0.460, 6.156], [0.849, -0.010, 5.218], [-1.990, -1.116, 5.009], [-0.538, -1.926, 5.644], [-2.284, -3.076, 3.895], [-0.701, -3.893, 3.814], [0.902, -2.654, 2.467], [1.344, -2.146, 4.110], [1.858, 2.894, 1.154], [3.158, 2.744, 0.395], [3.632, 1.299, 0.314], [2.183, 0.287, -0.891], [2.581, -1.812, -0.801], [2.117, -2.575, -1.870], [2.289, -3.950, -1.866], [2.918, -4.563, -0.792], [3.404, -3.798, 0.258], [3.241, -2.418, 0.258], [3.139, 0.655, -2.774], [4.302, -0.056, -3.049], [4.989, 0.179, -4.230], [4.520, 1.124, -5.134], [3.360, 1.830, -4.860], [2.666, 1.596, -3.680], [0.021, 1.919, 0.162], [-1.440, 0.226, -0.456], [-1.049, -0.982, -1.046], [-1.997, -1.817, -1.603], [-3.343, -1.459, -1.587], [-3.742, -0.266, -1.013], [-2.795, 0.584, -0.443], [-0.102, 2.972, -1.719], [0.361, 4.277, -1.841], [0.287, 4.924, -3.068], [-0.260, 4.276, -4.165], [-0.750, 2.983, -4.037], [-0.671, 2.331, -2.816], [1.555, 3.935, 1.261], [1.898, 2.407, 2.128], [3.911, 3.345, 0.919], [3.073, 3.170, -0.611], [3.679, 0.831, 1.296], [4.602, 1.217, -0.176], [1.640, -2.093, -2.718], [1.931, -4.534, -2.703], [3.030, -5.639, -0.777], [3.916, -4.275, 1.084], [3.634, -1.831, 1.078], [4.669, -0.798, -2.349], [5.892, -0.377, -4.446], [5.059, 1.307, -6.054], [2.988, 2.567, -5.560], [1.758, 2.147, -3.475], [-0.012, -1.287, -1.059], [-1.684, -2.763, -2.025], [-4.080, -2.119, -2.024], [-4.787, 0.018, -1.011], [-3.103, 1.546, -0.047], [0.774, 4.796, -0.984], [0.650, 5.939, -3.162], [-0.306, 4.776, -5.123], [-1.195, 2.483, -4.887], [-1.051, 1.320, -2.721], [-3.318, 0.976, 2.803], [-4.955, 0.432, 1.965], [-5.157, -0.892, 1.595], [-6.387, -1.233, 1.048], [-7.366, -0.357, 0.856], [-7.158, 0.910, 1.192], [-5.969, 1.358, 1.753], [-4.376, -1.633, 1.712], [-6.591, -2.257, 0.756], [-7.976, 1.597, 1.007], [-5.836, 2.400, 2.015]], "lowdin_spin": [-0.07, -0.01, 0.00, 0.00, -0.01, 0.00, 0.00, 0.01, 0.00, 0.00, 0.00, 0.00, 0.00, 0.00, 0.00, 0.00, 0.00, 0.00, 0.00, 0.00, 0.00, 0.00, 0.21, 0.04, 0.00, 0.03, 0.01, 0.00, 0.00, 0.00, 0.00, 0.00, 0.01, 0.00, 0.00, 0.00, 0.00, 0.00, 0.31, 0.18, 0.02, 0.01, 0.00, 0.00, 0.02, 0.02, 0.01, 0.00, 0.00, 0.00, 0.01, 0.00, 0.00, 0.01, 0.00, 0.00, 0.00, 0.00, 0.00, 0.00, 0.00, 0.00, 0.00, 0.00, 0.00, 0.00, 0.00, 0.00, 0.00, 0.00, 0.00, 0.00, 0.00, 0.00, 0.00, 0.00, 0.00, 0.13, 0.01, 0.01, 0.00, 0.01, 0.00, 0.01, 0.00, 0.00, 0.00, 0.00]}

{"formula": "C36H40N6O4Ti", "method": "wB97M-V/def2-TZVPD", "largest_force_ev_per_a": 1.7, "multiplicity": 3, "homo_ha": [-0.1900, -0.2564], "homo_lumo_gap_ha": [0.1900, 0.2555], "total_charge": 0, "mol_weight_g_mol": 668.6, "lumo_energy_ev": [0.001, -0.026], "s_squared": 2.12, "elements": ["Ti", "C", "C", "C", "C", "C", "N", "C", "C", "C", "N", "C", "C", "C", "C", "C", "C", "C", "C", "N", "C", "C", "C", "N", "C", "C", "C", "C", "O", "C", "O", "H", "H", "H", "H", "H", "H", "H", "H", "H", "H", "H", "H", "H", "H", "H", "H", "H", "H", "H", "H", "H", "H", "H", "H", "H", "H", "H", "H", "C", "C", "O", "C", "C", "C", "N", "N", "C", "O", "C", "C", "C", "C", "C", "C", "H", "H", "H", "H", "H", "H", "H", "H", "H", "H", "H", "H"], "coordinates": [[-0.053, -0.158, -0.057], [4.001, -4.248, -4.048], [3.001, -3.624, -3.107], [1.692, -4.097, -3.106], [0.686, -3.550, -2.270], [-0.620, -4.013, -2.088], [-1.159, -5.228, -2.384], [-0.416, -6.478, -2.489], [0.528, -6.790, -1.315], [-0.157, -7.175, -0.001], [-0.988, -6.133, 0.580], [-0.484, -4.938, 1.010], [-1.117, -4.109, 1.906], [-2.241, -4.490, 2.695], [-2.890, -3.604, 3.535], [-3.980, -4.071, 4.465], [-2.517, -2.263, 3.521], [-1.458, -1.781, 2.720], [-1.071, -0.435, 2.779], [-0.318, 0.211, 1.902], [0.468, 1.323, 2.421], [1.924, 0.835, 2.533], [2.646, 0.679, 1.188], [2.006, -0.229, 0.230], [2.782, -0.977, -0.480], [2.385, -1.961, -1.442], [3.355, -2.594, -2.258], [1.045, -2.390, -1.484], [0.144, -1.819, -0.750], [-0.598, -2.735, 2.020], [0.512, -2.404, 1.572], [3.916, -5.335, -4.036], [5.023, -3.977, -3.785], [3.818, -3.916, -5.072], [1.438, -4.898, -3.786], [-1.309, -3.334, -1.608], [-2.092, -5.332, -2.025], [0.160, -6.472, -3.415], [-1.152, -7.278, -2.586], [1.190, -5.941, -1.157], [1.153, -7.638, -1.606], [0.621, -7.493, 0.704], [-0.805, -8.036, -0.180], [-1.773, -6.469, 1.114], [0.432, -4.598, 0.546], [-2.565, -5.527, 2.684], [-4.243, -5.112, 4.275], [-4.880, -3.463, 4.354], [-3.649, -3.992, 5.503], [-3.065, -1.556, 4.139], [-1.405, 0.123, 3.660], [0.108, 1.619, 3.412], [0.414, 2.184, 1.761], [1.919, -0.125, 3.054], [2.507, 1.544, 3.128], [3.666, 0.339, 1.392], [2.719, 1.667, 0.721], [3.860, -0.883, -0.330], [4.385, -2.258, -2.218], [1.545, 3.639, -0.952], [1.078, 2.236, -1.236], [0.282, 1.710, -0.355], [1.430, 1.599, -2.402], [0.639, 0.506, -2.880], [0.804, -0.042, -4.265], [-0.322, 0.121, -2.095], [-1.402, -0.583, -2.530], [-2.230, -0.738, -1.524], [-1.945, -0.345, -0.314], [-3.555, -1.330, -1.815], [-4.512, -1.409, -0.808], [-5.772, -1.917, -1.084], [-6.082, -2.354, -2.363], [-5.123, -2.296, -3.368], [-3.866, -1.786, -3.098], [1.744, 3.772, 0.111], [0.749, 4.336, -1.227], [2.435, 3.883, -1.529], [2.168, 2.033, -3.061], [1.806, 0.160, -4.637], [0.076, 0.412, -4.940], [0.624, -1.117, -4.257], [-4.253, -1.071, 0.187], [-6.518, -1.965, -0.301], [-7.071, -2.738, -2.577], [-5.365, -2.641, -4.365], [-3.103, -1.729, -3.861]], "lowdin_spin": [0.08, -0.01, 0.01, 0.17, 0.04, 0.29, 0.17, 0.02, 0.01, 0.01, 0.09, 0.19, 0.01, 0.20, 0.00, -0.01, 0.23, 0.02, 0.12, 0.08, 0.01, 0.00, 0.00, -0.01, 0.01, 0.02, 0.17, 0.04, 0.00, -0.02, -0.05, 0.00, 0.00, 0.00, 0.01, 0.01, 0.00, 0.00, 0.00, 0.00, 0.00, 0.00, 0.00, 0.00, 0.01, 0.02, 0.00, 0.00, 0.00, 0.01, 0.01, 0.00, 0.00, 0.00, 0.00, 0.00, 0.00, 0.00, 0.01, 0.00, 0.00, 0.00, 0.00, 0.00, 0.00, 0.00, 0.00, 0.00, 0.00, 0.00, 0.00, 0.00, 0.00, 0.00, 0.00, 0.00, 0.00, 0.00, 0.00, 0.00, 0.00, 0.00, 0.00, 0.00, 0.00, 0.00, 0.00]}

{"formula": "C42H42BN5RuS2Sb2", "method": "wB97M-V/def2-TZVPD", "largest_force_ev_per_a": 2.3, "multiplicity": 2, "homo_ha": [-0.3780, -0.3746], "homo_lumo_gap_ha": [0.2540, 0.2246], "total_charge": 1, "mol_weight_g_mol": 1036.4, "lumo_energy_ev": [-3.376, -4.082], "s_squared": 0.77, "elements": ["Ru", "C", "N", "C", "C", "N", "B", "N", "C", "C", "N", "C", "C", "S", "C", "S", "H", "H", "H", "H", "H", "H", "H", "H", "H", "H", "H", "H", "C", "C", "C", "Sb", "C", "C", "C", "C", "C", "C", "C", "C", "C", "C", "C", "C", "Sb", "C", "C", "C", "C", "C", "C", "C", "C", "C", "C", "C", "C", "H", "H", "H", "H", "H", "H", "H", "H", "H", "H", "H", "H", "H", "H", "H", "H", "H", "H", "H", "H", "H", "H", "H", "H", "H", "H", "N", "C", "C", "C", "C", "C", "C", "C", "H", "H", "H", "H"], "coordinates": [[0.388, 0.578, 0.172], [0.113, 4.417, 2.075], [1.297, 4.178, 1.259], [2.562, 4.646, 1.542], [3.347, 4.302, 0.494], [2.566, 3.639, -0.427], [2.980, 3.445, -1.917], [2.957, 1.935, -2.413], [3.163, 1.743, -3.761], [3.336, 0.422, -3.983], [3.212, -0.196, -2.762], [3.366, -1.627, -2.542], [2.975, 0.743, -1.813], [2.778, 0.336, -0.120], [1.331, 3.552, 0.069], [-0.014, 2.732, -0.676], [0.400, 4.399, 3.123], [-0.613, 3.632, 1.884], [-0.321, 5.383, 1.823], [2.780, 5.177, 2.452], [4.389, 4.488, 0.310], [4.112, 3.850, -2.014], [2.201, 4.028, -2.628], [3.190, 2.576, -4.441], [3.544, -0.129, -4.883], [3.827, -2.055, -3.428], [2.401, -2.097, -2.377], [3.999, -1.806, -1.677], [-1.770, -3.086, -0.347], [-2.860, -2.495, 0.551], [-3.515, -1.248, -0.031], [-2.231, 0.420, -0.396], [-2.051, 0.171, -2.498], [-0.811, 0.189, -3.134], [-0.716, 0.034, -4.511], [-1.863, -0.141, -5.269], [-3.106, -0.161, -4.650], [-3.198, -0.002, -3.275], [-3.658, 1.959, -0.303], [-4.433, 2.096, 0.848], [-5.402, 3.087, 0.920], [-5.591, 3.948, -0.152], [-4.807, 3.827, -1.290], [-3.836, 2.838, -1.367], [0.121, -2.138, -0.076], [1.407, -3.684, -0.731], [1.026, -4.482, -1.808], [1.823, -5.552, -2.197], [3.004, -5.815, -1.520], [3.390, -5.012, -0.455], [2.596, -3.945, -0.058], [0.383, -2.602, 1.993], [1.410, -1.986, 2.705], [1.655, -2.317, 4.030], [0.882, -3.283, 4.658], [-0.118, -3.931, 3.948], [-0.363, -3.596, 2.623], [-2.061, -3.028, -1.397], [-1.559, -4.131, -0.118], [-2.459, -2.274, 1.543], [-3.637, -3.251, 0.701], [-4.305, -0.886, 0.630], [-3.967, -1.454, -1.002], [0.104, 0.347, -2.570], [0.256, 0.067, -4.988], [-1.792, -0.251, -6.343], [-4.005, -0.294, -5.238], [-4.180, 0.000, -2.813], [-4.295, 1.434, 1.696], [-6.007, 3.186, 1.812], [-6.350, 4.717, -0.098], [-4.950, 4.505, -2.122], [-3.224, 2.757, -2.258], [0.106, -4.287, -2.349], [1.520, -6.178, -3.027], [3.624, -6.650, -1.819], [4.311, -5.219, 0.074], [2.905, -3.334, 0.781], [2.042, -1.248, 2.228], [2.451, -1.820, 4.571], [1.063, -3.536, 5.694], [-0.705, -4.707, 4.422], [-1.145, -4.126, 2.093], [0.304, 1.630, 7.408], [0.273, 1.487, 6.269], [0.238, 1.307, 4.837], [-0.943, 0.912, 4.215], [-0.978, 0.730, 2.842], [0.171, 0.918, 2.063], [1.351, 1.322, 2.711], [1.386, 1.520, 4.082], [-1.830, 0.746, 4.812], [-1.910, 0.413, 2.395], [2.259, 1.473, 2.141], [2.303, 1.820, 4.572]], "lowdin_spin": [0.78, 0.00, 0.01, 0.01, 0.00, 0.01, 0.00, 0.00, 0.00, 0.00, 0.00, 0.00, 0.00, 0.00, 0.01, 0.04, 0.00, 0.00, 0.00, 0.00, 0.00, 0.00, 0.00, 0.00, 0.00, 0.00, 0.00, 0.00, 0.00, 0.00, 0.00, -0.01, 0.00, 0.00, 0.00, 0.00, 0.00, 0.00, 0.00, 0.00, 0.00, 0.00, 0.00, 0.00, 0.02, 0.00, 0.00, 0.00, 0.00, 0.00, 0.00, 0.02, 0.00, 0.00, 0.00, 0.00, 0.00, 0.00, 0.00, 0.00, 0.00, 0.00, 0.00, 0.00, 0.00, 0.00, 0.00, 0.00, 0.00, 0.00, 0.00, 0.00, 0.00, 0.00, 0.00, 0.00, 0.00, 0.00, 0.00, 0.00, 0.00, 0.00, 0.00, 0.02, 0.00, 0.04, -0.01, 0.04, -0.02, 0.04, -0.01, 0.00, 0.00, 0.00, 0.00]}